1.
A 2-piece molecular cluster, C4H6BrNO2 overall in a non-equilibrium geometry, computed with wB97M-V/def2-TZVPD.

Each line ends with the Mulliken spin population.
Atoms and positions in Å:
Br: 2.456 1.035 -0.598  0.086
O: -2.585 -0.332 0.692  0.091
O: -2.545 1.023 -1.126  0.095
N: 0.423 -0.928 -1.556  0.188
C: -0.118 -0.250 -0.612  1.452
C: 0.608 0.812 0.184  -0.012
C: -2.334 0.252 -0.276  -0.004
C: 0.637 -0.052 1.496  0.084
H: 1.445 0.169 2.105  -0.007
H: -0.275 0.156 1.912  -0.013
H: 0.207 1.815 0.351  0.015
H: 0.029 -1.738 -2.060  -0.011
H: 1.457 -0.819 -1.739  0.044
H: 0.595 -1.143 1.225  -0.007

Summary:
Highest occupied orbital energy (spin up / spin down) = -5.893 / -10.593 eV
Multiplicity = 3
E = -79868.1672 eV
Net charge = 0
Largest force on an atom = 6.50 eV Å⁻¹
Expectation value of S² = 2.01
Energy relative to the best compared isomer or geometry (same formula, charge and spin) = 66.5 kJ/mol

=====

2.
The molecule C6H12S in a non-equilibrium geometry, computed with wB97M-V/def2-TZVPD.

Each line ends with the natural charge from an NBO analysis.
Atoms and positions in Å:
S: 0.428 0.845 -0.586  1.038
C: -0.974 0.349 0.409  -0.402
C: 0.007 1.799 -1.886  -0.928
C: -1.025 1.051 1.766  -0.659
C: 0.626 -1.751 -0.244  -0.448
C: 0.601 -0.776 -1.446  -0.530
C: -0.519 -1.430 0.765  -0.408
H: -0.407 -0.761 -1.919  0.280
H: -1.725 0.481 2.213  0.219
H: -0.250 2.843 -1.583  0.217
H: 1.840 0.795 0.147  -0.050
H: -1.401 -1.974 0.603  0.211
H: 0.545 -2.755 -0.573  0.224
H: -1.263 2.038 1.513  0.213
H: 1.643 -0.758 -1.870  0.248
H: 0.633 1.802 -2.705  0.211
H: 1.532 -1.538 0.395  0.207
H: -0.015 -1.349 1.790  0.198
H: -0.009 0.956 2.376  0.161

Summary:
Highest occupied orbital energy = -7.366 eV
Multiplicity = 1
E = -17243.8251 eV
Net charge = 0
Largest force on an atom = 5.30 eV Å⁻¹
Energy relative to the best compared isomer or geometry (same formula, charge and spin) = 750.3 kJ/mol

=====

3.
C14H40HfOP2Si2 as an isolated structure in a non-equilibrium geometry, computed with wB97M-V/def2-TZVPD.

Each line ends with the natural charge from an NBO analysis.
Atoms and positions in Å:
Hf: 0.073 -0.407 -0.789  1.381
P: -0.181 1.755 -2.084  0.841
P: 0.114 -2.928 -1.791  0.877
Si: -1.591 0.418 2.104  1.649
Si: 1.769 0.676 2.001  1.678
O: 3.310 -1.454 -0.975  -0.364
C: -1.849 2.277 2.433  -1.108
C: 1.435 2.060 3.220  -1.126
C: 2.660 -0.679 2.958  -1.118
C: -0.111 -3.109 -3.627  -0.909
C: -1.556 -0.558 3.731  -1.103
C: 2.188 -1.118 -0.926  0.527
C: 1.402 -4.171 -1.419  -0.925
C: -0.590 1.925 -3.874  -0.902
C: -1.547 2.771 -1.384  -0.940
C: -1.426 -3.704 -1.160  -0.938
C: 2.972 1.496 0.781  -1.111
C: 1.167 3.007 -1.947  -0.884
C: 0.140 -0.097 1.410  -1.753
C: -3.172 -0.030 1.150  -1.119
H: 1.161 -5.146 -1.868  0.280
H: -1.941 2.848 1.499  0.219
H: 3.429 -0.225 3.593  0.267
H: -1.582 1.478 -4.069  0.254
H: -1.679 -1.239 -0.986  0.052
H: 2.633 2.502 0.522  0.235
H: 0.719 1.783 4.000  0.244
H: 3.956 1.607 1.291  0.290
H: -1.872 -0.442 -1.198  0.095
H: -1.459 -3.598 -0.071  0.253
H: -1.513 3.801 -1.774  0.270
H: 3.158 -1.411 2.303  0.232
H: -2.280 -3.172 -1.610  0.245
H: 0.152 1.354 -4.456  0.259
H: -1.056 2.722 3.041  0.258
H: -2.527 -0.493 4.242  0.262
H: 1.049 2.944 2.703  0.234
H: 2.371 -3.825 -1.801  0.262
H: -4.013 0.389 1.738  0.287
H: 0.830 3.975 -2.359  0.276
H: -3.210 0.399 0.132  0.204
H: 0.212 -1.097 1.884  0.320
H: -1.481 2.790 -0.293  0.246
H: -0.583 2.995 -4.165  0.274
H: -0.776 -0.180 4.408  0.254
H: 2.374 2.352 3.716  0.264
H: 0.704 -2.589 -4.153  0.263
H: -1.332 -1.620 3.539  0.233
H: -0.123 -4.168 -3.944  0.274
H: -1.074 -2.649 -3.912  0.252
H: 1.973 -1.245 3.602  0.247
H: 1.479 3.131 -0.904  0.254
H: -3.315 -1.121 1.077  0.237
H: 0.553 -0.197 -2.479  -0.281
H: -2.514 2.316 -1.638  0.245
H: -1.490 -4.774 -1.423  0.286
H: -2.813 2.390 2.978  0.267
H: 3.169 0.929 -0.142  0.208
H: 1.465 -4.291 -0.328  0.263
H: 2.037 2.646 -2.509  0.260

Summary:
Highest occupied orbital energy = -14.835 eV
Multiplicity = 1
E = -52837.3710 eV
Net charge = +2
Largest force on an atom = 6.72 eV Å⁻¹
Energy relative to the best compared isomer or geometry (same formula, charge and spin) = 0.0 kJ/mol

=====

4.
An isolated ion of composition C5H5N2O2S and charge -1 in a non-equilibrium geometry, computed with wB97M-V/def2-TZVPD.

Each line ends with the natural charge from an NBO analysis.
Atoms and positions in Å:
S: -2.186 -1.495 0.492  0.344
O: -0.873 2.163 0.271  -0.673
O: 1.874 -0.775 1.335  -0.637
N: 2.558 -0.268 0.205  -0.340
N: 0.763 0.313 -1.296  -0.732
C: -0.294 -0.106 -0.545  0.102
C: 1.999 0.307 -0.825  0.196
C: -1.162 0.837 0.172  0.239
C: -2.214 0.194 0.739  -0.520
C: -0.705 -1.377 -0.371  -0.524
H: -0.464 -2.266 -0.944  0.228
H: 2.777 0.669 -1.609  0.151
H: 0.947 -1.132 1.219  0.456
H: -2.921 0.727 1.396  0.221
H: -0.100 2.209 -0.239  0.489

Summary:
Highest occupied orbital energy = -3.112 eV
Multiplicity = 1
E = -23174.7375 eV
Net charge = -1
Largest force on an atom = 2.78 eV Å⁻¹
Energy relative to the best compared isomer or geometry (same formula, charge and spin) = 350.1 kJ/mol

=====

5.
The molecule C4H6N2 in a non-equilibrium geometry, computed with wB97M-V/def2-TZVPD.

Each line ends with the natural charge from an NBO analysis.
Atoms and positions in Å:
N: -1.067 -0.070 -0.693  -0.539
N: 0.774 -1.338 -0.750  -0.519
C: 0.815 -0.586 0.602  -0.536
C: -0.507 -1.270 -0.998  0.368
C: -0.180 0.419 0.184  0.385
C: -0.095 1.857 0.583  -0.682
H: -0.135 1.967 1.671  0.249
H: 0.068 -1.333 1.037  0.188
H: -0.852 2.484 0.107  0.226
H: -1.059 -2.182 -1.194  0.198
H: 1.337 -2.171 -0.840  0.405
H: 0.903 2.224 0.293  0.257

Summary:
Highest occupied orbital energy = -7.473 eV
Multiplicity = 1
E = -7220.9732 eV
Net charge = 0
Largest force on an atom = 2.00 eV Å⁻¹
Energy relative to the best compared isomer or geometry (same formula, charge and spin) = 445.5 kJ/mol

=====

6.
C10H25F5IrN5O4Te as an isolated structure in a non-equilibrium geometry, computed with wB97M-V/def2-TZVPD.

Each line ends with the natural charge from an NBO analysis.
Atoms and positions in Å:
Ir: 0.433 0.094 0.303  1.423
Te: 3.195 -1.283 1.220  3.453
F: 2.358 -0.595 2.771  -0.646
F: 3.907 -2.234 -0.189  -0.586
F: 1.520 -2.211 0.959  -0.657
F: 3.566 -2.750 2.267  -0.568
F: 4.747 -0.518 1.834  -0.575
O: 2.607 0.100 0.195  -1.068
O: 0.512 -1.126 -1.567  -0.597
O: -1.547 -1.256 0.145  -0.580
O: -1.407 1.300 -0.816  -0.557
N: 0.343 0.938 4.409  -0.351
N: 1.088 2.335 2.731  -0.594
N: 0.925 2.078 0.413  -0.660
N: -0.188 0.463 2.200  -0.756
N: 2.122 3.825 1.333  -0.750
C: -0.353 -2.273 -1.711  -0.098
C: -1.381 1.437 -2.242  -0.256
C: 0.905 1.851 5.408  -0.439
C: -0.252 -0.325 4.853  -0.431
C: 1.649 -1.157 -2.462  -0.252
C: 1.382 2.721 1.448  0.667
C: -2.709 -0.692 -0.492  -0.103
C: 0.407 1.200 3.112  0.690
C: -1.116 -2.506 -0.417  -0.106
C: -2.644 0.802 -0.308  -0.098
H: -3.491 1.281 -0.802  0.222
H: -1.548 0.486 -2.748  0.181
H: -2.719 -0.963 -1.549  0.193
H: -3.605 -1.094 -0.017  0.225
H: -0.041 -0.458 5.908  0.251
H: 1.269 2.421 -0.473  0.400
H: -0.659 -0.351 2.568  0.409
H: -1.010 -2.098 -2.566  0.202
H: -0.398 1.818 -2.511  0.200
H: 2.412 4.158 0.429  0.432
H: 2.405 4.374 2.128  0.428
H: 1.993 1.904 5.327  0.223
H: -2.654 1.054 0.752  0.214
H: 0.667 1.474 6.396  0.259
H: -0.471 -2.964 0.328  0.236
H: -2.142 2.156 -2.547  0.214
H: 0.194 -1.162 4.315  0.230
H: 1.496 2.883 3.471  0.436
H: 1.294 -1.123 -3.492  0.208
H: 0.465 2.847 5.332  0.220
H: -1.973 -3.159 -0.591  0.226
H: 2.260 -0.288 -2.246  0.218
H: 2.228 -2.065 -2.297  0.214
H: 0.253 -3.157 -1.921  0.231
H: -1.336 -0.324 4.721  0.221

Summary:
Highest occupied orbital energy = -15.492 eV
Multiplicity = 1
E = -50119.4319 eV
Net charge = +2
Largest force on an atom = 2.68 eV Å⁻¹
Energy relative to the best compared isomer or geometry (same formula, charge and spin) = 252.2 kJ/mol